[1]
{
  "formula": "C24H29O2PSn",
  "method": "ωB97M-V/def2-TZVPD",
  "charge": 2,
  "e_lumo_ev": -9.61,
  "total_energy_ev": -44555.9564,
  "e_homo_ev": -12.90,
  "symbols": ["C", "C", "C", "C", "C", "C", "C", "C", "C", "C", "C", "C", "C", "O", "C", "C", "C", "C", "P", "C", "C", "C", "C", "C", "C", "C", "O", "H", "H", "H", "H", "H", "H", "H", "H", "H", "H", "H", "H", "H", "H", "H", "H", "H", "H", "H", "H", "H", "H", "H", "H", "H", "H", "H", "H", "H", "Sn"],
  "coordinates": [[0.208354, 1.866188, 6.139818], [-1.270267, 1.903366, 5.797126], [-1.526533, 2.563261, 4.446386], [-2.969942, 2.420399, 3.970630], [-3.205877, 1.120640, 3.171909], [-4.035045, 1.330441, 1.887788], [-3.302908, 1.001638, 0.613622], [-3.217813, 1.858104, -0.480095], [-2.507139, 1.507017, -1.628942], [-1.901803, 0.255942, -1.739459], [-1.976745, -0.596510, -0.681897], [-2.618865, -0.230438, 0.482433], [-1.484721, -1.973389, -0.716967], [-2.202138, -2.780990, -0.098502], [-0.283267, -2.143772, -1.473615], [0.702452, -3.080980, -1.150092], [1.844183, -3.134262, -1.902636], [2.053714, -2.279066, -2.997360], [3.565542, -2.498467, -3.941409], [4.914684, -2.256287, -2.721252], [4.670921, -1.319340, -1.540269], [3.634754, -1.069522, -5.076640], [3.819906, 0.326387, -4.490071], [1.049381, -1.354740, -3.329458], [-0.094332, -1.277081, -2.579240], [-1.160573, -0.289772, -2.928467], [-1.504229, -0.007099, -4.042497], [0.353400, 1.592927, 7.179834], [0.662822, 2.839679, 5.984800], [0.733246, 1.127899, 5.539598], [-1.784240, 2.505311, 6.543311], [-1.691582, 0.898190, 5.809525], [-0.839916, 2.166544, 3.696939], [-1.293377, 3.620410, 4.546068], [-3.203941, 3.265902, 3.328371], [-3.632983, 2.421161, 4.829513], [-3.691558, 0.381263, 3.805133], [-2.231198, 0.707318, 2.919494], [-4.339978, 2.369670, 1.816510], [-4.984882, 0.765802, 1.939781], [-3.704470, 2.818860, -0.431883], [-2.464836, 2.192932, -2.461417], [-2.549279, -0.936410, 1.319905], [0.568795, -3.747147, -0.313400], [2.605347, -3.853389, -1.642426], [5.217249, -3.233916, -2.358526], [5.764322, -1.885257, -3.290520], [3.804789, -1.613253, -0.956225], [4.560397, -0.293730, -1.871156], [5.529150, -1.354703, -0.875852], [2.702610, -1.106993, -5.638089], [4.419033, -1.263774, -5.801546], [3.681206, 1.070909, -5.267973], [4.812961, 0.462828, -4.076356], [3.101223, 0.548333, -3.704551], [1.147236, -0.695863, -4.175553], [-4.453240, -1.633170, 0.615850]],
  "forces_ev_per_a": [[-0.1, -0.2, 0.1], [0.2, 0.3, -0.2], [-0.1, 0.0, 0.3], [0.3, -0.3, -0.3], [0.0, 0.0, 0.2], [0.1, 0.1, -0.1], [0.3, 0.0, 0.1], [0.0, 0.0, -0.1], [-0.3, -0.1, 0.0], [0.4, 0.4, -0.2], [0.1, -0.2, 0.0], [-1.5, 0.6, 0.7], [0.1, 0.3, -0.7], [-0.7, -0.6, 0.6], [-0.2, -0.2, 0.3], [-0.1, -0.2, -0.2], [0.1, 0.0, 0.1], [0.3, 0.2, 0.1], [0.1, -0.3, -0.5], [0.0, 0.1, 0.5], [0.2, -0.1, -0.1], [-0.3, 0.4, 0.3], [-0.1, 0.0, 0.0], [-0.3, -0.2, -0.2], [0.0, 0.1, 0.2], [-0.3, 0.0, -0.1], [0.3, 0.2, -0.2], [0.1, 0.0, 0.1], [0.1, 0.1, 0.0], [0.1, 0.0, -0.2], [-0.2, -0.1, 0.2], [-0.1, -0.1, 0.1], [0.1, 0.0, -0.2], [0.1, 0.2, 0.0], [-0.2, 0.2, 0.0], [-0.2, 0.3, 0.1], [-0.1, -0.1, 0.1], [0.1, -0.1, -0.1], [-0.3, 0.1, 0.0], [0.0, 0.0, 0.0], [0.0, 0.2, 0.0], [0.0, 0.1, -0.1], [0.9, 0.5, 0.6], [-0.1, -0.1, 0.1], [0.1, -0.1, 0.0], [0.0, -0.2, 0.0], [0.1, 0.0, -0.3], [-0.2, 0.0, 0.1], [-0.2, 0.2, 0.0], [0.1, 0.0, 0.1], [-0.1, -0.1, -0.2], [0.1, -0.2, -0.1], [0.1, 0.1, -0.1], [0.2, 0.0, 0.1], [-0.1, 0.0, 0.1], [0.1, 0.1, -0.1], [0.7, -0.9, -0.8]],
  "lowdin_charge": [-0.105, -0.269, -0.228, -0.181, -0.174, -0.159, -0.250, 0.048, 0.102, -0.039, -0.146, -0.267, -0.275, -0.033, -0.088, 0.038, -0.066, -0.333, 1.047, -0.391, -0.133, -0.411, -0.142, 0.017, -0.060, -0.261, 0.196, 0.076, 0.078, 0.072, 0.115, 0.107, 0.108, 0.119, 0.109, 0.121, 0.116, 0.102, 0.124, 0.092, 0.140, 0.150, 0.086, 0.136, 0.124, 0.071, 0.086, 0.053, 0.058, 0.080, 0.070, 0.082, 0.079, 0.070, 0.057, 0.117, 1.761]
}

[2]
{
  "formula": "C24H30AsN6PtSi2",
  "method": "ωB97M-V/def2-TZVPD",
  "charge": 3,
  "e_lumo_ev": [-12.16, -12.16],
  "total_energy_ev": -114131.4507,
  "e_homo_ev": [-16.21, -16.21],
  "symbols": ["Pt", "C", "C", "N", "C", "C", "N", "C", "C", "C", "C", "C", "N", "C", "C", "N", "C", "C", "N", "C", "C", "C", "N", "C", "C", "H", "H", "H", "H", "H", "H", "H", "H", "H", "H", "H", "H", "C", "Si", "C", "C", "As", "Si", "C", "C", "C", "H", "H", "H", "H", "H", "H", "H", "H", "H", "H", "H", "H", "H", "H", "H", "H", "H", "H"],
  "coordinates": [[-0.046546, -0.311254, -0.356765], [0.137511, -3.793528, 2.267128], [-0.291213, -2.926009, 1.270691], [0.406217, -1.828202, 0.974847], [1.570180, -1.607734, 1.650666], [1.953275, -2.490853, 2.649316], [1.238373, -3.561960, 2.964765], [2.364792, -0.432333, 1.214898], [3.602964, -0.046724, 1.668410], [4.240886, 1.085670, 1.118521], [3.566921, 1.760342, 0.080043], [2.328477, 1.330350, -0.332963], [1.761289, 0.260731, 0.238333], [1.479786, 1.903437, -1.404408], [1.794135, 3.034908, -2.140875], [1.017430, 3.489173, -3.115250], [-0.079502, 2.805173, -3.393590], [-0.438256, 1.671966, -2.672882], [0.323834, 1.229754, -1.673180], [5.553817, 1.540389, 1.606050], [6.234303, 0.851417, 2.612213], [7.466355, 1.324291, 3.038107], [8.044619, 2.410626, 2.538664], [7.401234, 3.070624, 1.582438], [6.166299, 2.682286, 1.085341], [-0.430686, -4.684189, 2.506507], [-1.184480, -3.126143, 0.697598], [2.865519, -2.331531, 3.210903], [4.087214, -0.622789, 2.440667], [4.021323, 2.610138, -0.403815], [2.700188, 3.592900, -1.939177], [-0.702526, 3.165585, -4.203197], [-1.322720, 1.102162, -2.910036], [5.846804, -0.041956, 3.079134], [8.011348, 0.803610, 3.816047], [7.893186, 3.953344, 1.192431], [5.720134, 3.287654, 0.310291], [-2.499081, -1.568961, -4.156561], [-3.683436, -0.905121, -2.904839], [-4.971465, -2.109660, -2.356235], [-4.212292, 0.866640, -3.050429], [-2.311275, -0.739301, -0.770365], [-3.750886, -0.646123, 1.291870], [-5.039738, 0.575896, 0.774378], [-4.294535, -2.411803, 1.452613], [-2.586839, -0.045558, 2.600547], [-3.045819, -1.757153, -5.086504], [-2.081091, -2.524763, -3.835925], [-1.678920, -0.893940, -4.403927], [-5.623466, -2.322976, -3.210096], [-5.606961, -1.727015, -1.557389], [-4.534547, -3.062629, -2.051640], [-4.857863, 0.936983, -3.933566], [-3.390913, 1.565616, -3.204040], [-4.804533, 1.201065, -2.198004], [-5.663448, 0.226274, -0.048429], [-4.621428, 1.552457, 0.525067], [-5.699258, 0.724682, 1.636824], [-4.869952, -2.761631, 0.595599], [-4.945723, -2.484814, 2.329952], [-3.462164, -3.096215, 1.621031], [-2.193962, 0.945670, 2.366975], [-1.753335, -0.732021, 2.752405], [-3.119584, 0.033048, 3.552800]],
  "forces_ev_per_a": [[0.2, -0.5, -0.5], [0.0, 0.0, 0.0], [0.1, 0.0, -0.1], [0.0, 0.3, 0.3], [0.0, 0.1, -0.2], [0.0, 0.0, 0.0], [0.0, 0.0, 0.0], [-0.1, -0.1, 0.0], [0.0, 0.0, 0.0], [-0.1, 0.0, 0.0], [0.0, 0.0, 0.0], [-0.1, 0.1, -0.1], [0.0, -0.1, 0.0], [0.0, -0.2, 0.0], [0.1, 0.0, 0.0], [0.0, 0.0, 0.0], [0.0, 0.0, 0.0], [0.1, -0.1, 0.0], [0.0, 0.4, 0.4], [0.0, 0.0, 0.0], [0.0, 0.0, 0.0], [0.0, 0.0, 0.0], [-0.1, 0.0, 0.0], [0.0, 0.0, 0.0], [0.0, 0.0, 0.0], [0.0, 0.0, 0.0], [0.0, 0.0, 0.1], [0.0, 0.0, 0.0], [0.0, 0.0, 0.0], [0.0, 0.0, 0.0], [0.0, 0.0, 0.0], [0.0, 0.0, 0.0], [0.0, 0.0, 0.0], [0.0, 0.0, 0.0], [0.0, 0.0, 0.0], [0.0, 0.0, 0.0], [0.0, 0.0, 0.0], [0.0, 0.1, 0.0], [0.2, -0.2, 0.0], [0.0, 0.0, 0.0], [0.0, 0.0, 0.0], [-0.3, 0.2, 0.0], [0.1, 0.0, 0.0], [0.0, 0.0, 0.0], [0.0, 0.0, -0.1], [0.0, 0.0, -0.1], [0.0, 0.0, 0.0], [0.0, 0.0, 0.0], [0.0, 0.0, 0.0], [0.0, 0.0, 0.0], [0.0, 0.0, 0.0], [0.0, 0.0, 0.0], [0.0, 0.0, 0.0], [0.0, 0.0, 0.0], [0.0, 0.0, 0.0], [0.0, 0.0, 0.0], [0.0, 0.0, 0.0], [0.0, 0.0, 0.0], [0.0, 0.0, 0.0], [0.0, 0.0, 0.0], [0.0, 0.0, 0.0], [0.0, 0.0, 0.0], [0.0, 0.0, 0.0], [0.0, 0.0, 0.0]],
  "lowdin_charge": [0.941, -0.041, -0.093, -0.077, -0.143, -0.002, 0.160, -0.164, 0.102, -0.054, 0.102, -0.165, -0.062, -0.141, -0.001, 0.159, -0.038, -0.080, -0.078, -0.162, 0.010, -0.088, 0.114, -0.087, 0.011, 0.140, 0.093, 0.141, 0.117, 0.118, 0.142, 0.140, 0.053, 0.107, 0.127, 0.127, 0.107, -0.195, 0.401, -0.197, -0.180, 1.015, 0.379, -0.194, -0.183, -0.205, 0.065, 0.049, 0.035, 0.068, 0.031, 0.050, 0.072, 0.022, 0.034, 0.031, 0.049, 0.068, 0.032, 0.069, 0.027, 0.043, 0.017, 0.063]
}

Q: Among the records above, which one has the lowest charge?
A: C24H29O2PSn

Q: Which value of charge does entry 2 give?
A: +3

Q: Among the records above, which one has the highest charge?
A: C24H30AsN6PtSi2